1.
76
Properties=species:S:1:pos:R:3:lowdin_charge:R:1 method="wB97M-V/def2-TZVPD" gap_ev=8.161 e_tot_ha=-4181.11973 multiplicity=1 homo_ev=-7.94
C -2.0472 1.2394 0.6375 -0.131
C -0.7116 0.7093 0.1272 -0.523
S -0.2741 -0.9079 0.7908 0.814
C -1.3817 -2.0476 -0.0987 -0.565
Si -1.8153 -3.4649 1.0981 0.619
C -3.5819 -3.3350 1.7179 -0.309
C -3.8907 -2.0512 2.5172 -0.298
C -4.4606 -2.2678 3.9162 -0.453
S -3.4283 -1.6479 5.2839 0.890
C -1.8569 -2.3249 4.7513 -1.091
S -1.6779 -3.9318 4.9206 0.681
N -0.9175 -1.5382 4.1905 -0.144
C -1.2052 -0.1128 4.1167 -0.210
C -0.9788 0.6133 5.4259 -0.193
O 0.0128 -0.0044 6.2096 -0.092
C 0.9943 -0.5321 5.3739 -0.195
C 0.4428 -1.7619 4.6882 -0.150
H -1.8615 2.0013 1.3699 0.068
H -2.6033 0.4384 1.0693 0.035
H -2.6005 1.6925 -0.1568 0.064
H -0.7375 0.6270 -0.9406 0.049
H 0.0628 1.4112 0.3493 0.065
H -2.2473 -1.5230 -0.4549 0.038
H -0.8139 -2.4633 -0.9104 0.011
H -1.6787 -4.7710 0.4065 -0.034
H -0.7917 -3.4510 2.1560 -0.047
H -4.2356 -3.3879 0.8650 0.065
H -3.8131 -4.1903 2.3210 0.055
H -3.0345 -1.4006 2.5110 0.046
H -4.6539 -1.5279 1.9771 0.099
H -5.4256 -1.8100 3.9837 0.068
H -4.5757 -3.3115 4.1106 0.047
H -2.1656 0.1085 3.7133 0.089
H -0.4953 0.2903 3.4175 0.087
H -0.7320 1.6452 5.2302 0.124
H -1.8650 0.6229 6.0218 0.096
H 1.3017 0.2016 4.6437 0.120
H 1.8716 -0.8123 5.9214 0.129
H 0.4978 -2.5932 5.3562 0.081
H 1.0885 -1.9766 3.8515 0.120
F 3.1280 -0.8620 -4.4808 0.087
C 2.9745 -1.9601 -5.2537 -0.297
F 2.0643 -1.6761 -6.2164 0.097
C 2.4653 -3.1425 -4.4310 -0.444
F 1.2309 -2.8739 -3.9541 0.131
F 2.3496 -4.1839 -5.3031 0.106
C 3.3642 -3.6295 -3.2870 -0.049
O 3.0550 -3.1507 -2.0018 0.057
C 3.5383 -1.9397 -1.5986 -0.544
F 4.4431 -1.4524 -2.4745 0.139
F 4.1731 -2.1281 -0.4232 0.153
C 2.3973 -0.9611 -1.3526 -0.303
F 1.6675 -0.7938 -2.4805 0.086
F 2.9111 0.2492 -1.0109 0.087
H 3.9269 -2.2044 -5.7329 0.175
H 3.1957 -4.7019 -3.2237 0.150
H 4.4205 -3.5007 -3.5216 0.148
H 1.7343 -1.3120 -0.5513 0.090
F 0.6967 6.4243 -1.9664 0.089
C 1.9703 6.4413 -2.4195 -0.297
F 2.2560 7.6985 -2.8346 0.098
C 2.1426 5.4843 -3.5975 -0.445
F 1.3920 5.8983 -4.6405 0.135
F 3.4501 5.5780 -3.9700 0.107
C 1.8720 3.9990 -3.3264 -0.044
O 0.5943 3.5212 -3.6759 0.059
C -0.4439 3.6640 -2.8077 -0.547
F -0.0228 4.1042 -1.6045 0.140
F -0.9808 2.4377 -2.6222 0.141
C -1.5331 4.5623 -3.3876 -0.279
F -1.0307 5.7789 -3.6748 0.102
F -2.5129 4.7086 -2.4657 0.099
H 2.6508 6.1779 -1.6046 0.174
H 2.5498 3.4555 -3.9800 0.151
H 2.1419 3.7180 -2.3088 0.147
H -1.9458 4.1174 -4.2952 0.178


2.
10
Properties=species:S:1:pos:R:3:lowdin_charge:R:1 method="wB97M-V/def2-TZVPD" gap_ev=7.987 e_tot_ha=-280.38598 de_lowest_kj_mol=573.7 multiplicity=1 homo_ev=-9.58
C -1.2840 1.0181 0.0792 -0.128
N 0.8990 0.3178 -0.0186 -0.218
N 0.5911 -1.8512 0.1663 0.079
N 0.1083 1.2915 -0.0504 0.005
O 2.0525 0.4421 -0.0429 0.021
H -1.7536 0.7918 -1.0075 0.122
H -1.3949 0.0389 0.5572 0.058
H -1.6848 1.9139 0.5173 0.063
H 1.6089 -1.9922 0.5814 0.050
H 0.8575 -1.9706 -0.7820 -0.052


3.
10
Properties=species:S:1:pos:R:3:lowdin_charge:R:1 method="wB97M-V/def2-TZVPD" gap_ev="7.407 / 7.238" e_tot_ha=-338.37326 de_lowest_kj_mol=735.0 multiplicity=1 homo_ev="-8.42 / -8.33"
C 1.2085 -0.0547 0.6271 -0.108
C 0.6467 -0.7582 -0.5115 0.014
N 0.8836 0.5415 -0.6824 0.067
N -1.8091 0.0053 -0.0018 -0.310
O -2.8396 -0.5287 0.3105 -0.010
O -1.5934 1.1863 -0.2520 -0.070
H 0.5745 0.1777 1.4758 0.104
H 2.2651 -0.1158 0.8632 0.099
H 0.5837 -1.6515 -1.0764 0.112
H 0.0798 1.1980 -0.7526 0.101


4.
91
Properties=species:S:1:pos:R:3:lowdin_charge:R:1 method="wB97M-V/def2-TZVPD" gap_ev=7.281 e_tot_ha=-2981.54173 de_lowest_kj_mol=73.3 multiplicity=1 homo_ev=-5.08 charge=-1
Na 1.0175 -0.1970 -0.3952 0.176
N -0.2185 0.4613 3.3113 0.015
N 0.9416 -0.3407 3.1756 -0.032
C 1.0083 -1.3247 2.1673 -0.697
O 1.9061 -2.1893 2.3385 -0.015
O 0.2158 -1.1902 1.2035 -0.067
H -0.9948 -0.1305 3.6055 0.070
H -0.4532 0.7470 2.3618 0.014
H 1.3808 -0.5978 4.0428 0.114
C 3.4966 2.1335 0.1838 -0.006
C 2.0244 2.4399 -0.0642 -0.498
C 1.7209 3.9218 0.0939 -0.011
O 1.2014 1.6676 0.8405 -0.081
C 1.6393 2.0317 -1.5278 -0.634
O 2.3700 2.4499 -2.4374 0.006
O 0.5956 1.3280 -1.6615 -0.154
H 3.8107 2.5217 1.1587 0.086
H 4.0981 2.5917 -0.5996 0.088
H 3.6633 1.0548 0.1586 0.078
H 1.8872 4.2359 1.1290 0.086
H 0.6797 4.1236 -0.1684 0.075
H 2.3618 4.5031 -0.5693 0.090
H 1.5328 1.8091 1.7360 0.098
Cl 3.1841 -1.0930 -3.6350 0.534
C 1.5690 -0.4562 -4.0144 -0.937
Cl 0.2744 -1.3613 -3.1825 0.596
H 1.4118 -0.5724 -5.0784 0.019
H 1.5189 0.5774 -3.6767 0.001
C 4.7536 -7.5552 -0.0473 -0.059
C 4.3628 -6.1144 0.1516 -0.271
C 5.1778 -5.2412 0.8536 -0.022
C 4.8296 -3.9046 1.0312 -0.199
C 5.7518 -3.0261 1.8471 -0.048
C 3.6426 -3.4268 0.4690 -0.088
C 3.3336 -1.9757 0.6093 -0.202
O 2.7322 -1.3260 -0.2289 -0.031
C 2.7847 -4.3006 -0.2131 -0.173
C 1.4619 -3.8536 -0.7699 -0.028
C 3.1648 -5.6274 -0.3596 -0.011
H 5.6448 -7.8059 0.5287 0.068
H 4.9656 -7.7605 -1.0992 0.078
H 3.9490 -8.2264 0.2586 0.076
H 6.1063 -5.6055 1.2823 0.106
H 6.5835 -3.6177 2.2291 0.069
H 5.2283 -2.5863 2.6977 0.085
H 6.1667 -2.2054 1.2587 0.084
H 4.0159 -1.4341 1.2751 0.121
H 0.9424 -3.1927 -0.0733 0.073
H 0.8357 -4.7214 -0.9829 0.080
H 1.6050 -3.2902 -1.6915 0.038
H 2.4983 -6.3025 -0.8884 0.115
C -4.7455 3.4868 1.0742 -0.116
C -3.2789 3.1262 1.2995 -0.705
C -3.1301 2.5972 2.7271 -0.143
C -2.4325 4.3948 1.1823 -0.143
Sb -2.2905 1.6444 -0.0425 1.679
C -3.5971 -0.1456 0.1466 -0.700
C -5.1044 0.0495 0.0563 -0.119
C -3.2399 -0.7607 1.5050 -0.142
C -3.1456 -1.1493 -0.9197 -0.131
C -2.7891 2.4804 -2.0351 -0.690
C -4.1907 3.0587 -2.2053 -0.121
C -1.7605 3.5874 -2.3002 -0.128
C -2.5650 1.3853 -3.0775 -0.133
H -5.0857 4.1291 1.9000 0.079
H -5.3978 2.6150 1.0504 0.052
H -4.9018 4.0410 0.1505 0.050
H -3.4295 3.3827 3.4356 0.080
H -2.1014 2.3167 2.9685 0.056
H -3.7703 1.7355 2.9142 0.056
H -2.7994 5.1492 1.8931 0.082
H -2.4802 4.8353 0.1864 0.050
H -1.3809 4.2018 1.4147 0.068
H -5.4924 0.6197 0.9011 0.056
H -5.5992 -0.9323 0.0744 0.080
H -5.4100 0.5515 -0.8640 0.060
H -3.4768 -0.1038 2.3408 0.046
H -2.1773 -1.0143 1.5574 0.050
H -3.8158 -1.6867 1.6420 0.084
H -3.4945 -0.8899 -1.9159 0.052
H -3.5563 -2.1386 -0.6756 0.084
H -2.0567 -1.2487 -0.9556 0.062
H -4.2952 4.0137 -1.6892 0.056
H -4.9811 2.3948 -1.8515 0.058
H -4.3690 3.2499 -3.2731 0.081
H -1.8426 4.4152 -1.5950 0.049
H -1.9276 3.9954 -3.3069 0.085
H -0.7419 3.1986 -2.2624 0.059
H -3.3745 0.6567 -3.0836 0.058
H -1.6173 0.8636 -2.9281 0.039
H -2.5359 1.8490 -4.0734 0.084